No. 1
The following is a quantum chemistry calculation of C24H19Br4N7O6Zr as an isolated structure, from the Open Molecules 2025 dataset.

Last column: natural (NBO) charge in e.
Atoms and positions in Å:
1 Zr -0.96675 -0.24748 -0.18716  2.373
2 Br 2.36060 2.52484 2.73791  0.058
3 C 0.48442 2.73291 2.73755  -0.198
4 C -0.09206 3.66968 3.62691  -0.211
5 C -1.44027 3.85602 3.67665  -0.131
6 Br -2.15831 5.11281 4.89173  0.060
7 C -2.30253 3.11362 2.82201  -0.039
8 C -3.71161 3.20964 2.78089  -0.134
9 C -4.41364 2.43691 1.90120  -0.255
10 C -3.71741 1.56342 1.04237  0.092
11 N -2.41258 1.45055 1.05681  -0.463
12 C -1.70473 2.20094 1.94229  0.083
13 C -0.29343 1.97181 1.89899  0.389
14 O 0.14914 1.07164 1.06413  -0.820
15 H 0.55856 4.23799 4.27674  0.240
16 H -4.21895 3.89122 3.45020  0.233
17 H -5.49220 2.47904 1.84766  0.232
18 H -4.25375 0.95823 0.32195  0.222
19 O -4.07939 -2.64556 0.92672  -0.553
20 C -3.34015 -1.83844 0.44238  0.680
21 O -2.21467 -1.39091 0.97485  -0.826
22 C -3.64092 -1.15864 -0.94117  0.679
23 O -4.60762 -1.43053 -1.59261  -0.556
24 O -2.73412 -0.23765 -1.24659  -0.841
25 C 3.74199 -0.61208 -2.12582  -0.425
26 N 3.03577 0.57002 -2.59738  -0.434
27 C 3.29093 0.89074 -4.00078  -0.406
28 C 1.76124 0.74834 -2.09709  0.648
29 N 1.13680 -0.08236 -1.35982  -0.761
30 N 1.20755 1.97567 -2.43282  -0.618
31 C -0.09418 2.38691 -2.22735  0.648
32 N -0.34933 3.60957 -2.79697  -0.808
33 N -0.94059 1.71179 -1.55131  -0.780
34 H 4.78170 -0.53829 -2.43488  0.219
35 H 3.32539 -1.54411 -2.52853  0.196
36 H 3.71405 -0.65198 -1.03751  0.225
37 H 4.36137 0.81483 -4.17736  0.217
38 H 3.00038 1.90834 -4.25034  0.196
39 H 2.77193 0.20752 -4.68081  0.199
40 H 1.61513 -0.97366 -1.30717  0.390
41 H 1.86426 2.69013 -2.69470  0.413
42 H 0.13832 3.84322 -3.64574  0.394
43 H -1.30522 3.92225 -2.76747  0.403
44 H -1.87252 2.11136 -1.58165  0.392
45 Br -0.61543 -4.57082 -3.09545  0.085
46 C 0.20189 -4.28514 -1.42538  -0.191
47 C 0.95792 -5.32812 -0.84908  -0.214
48 C 1.57276 -5.17358 0.35812  -0.131
49 Br 2.57173 -6.60807 1.08069  0.056
50 C 1.47135 -3.94663 1.06384  -0.040
51 C 2.06794 -3.65868 2.31307  -0.130
52 C 1.91079 -2.42447 2.87158  -0.262
53 C 1.15347 -1.44884 2.19231  0.098
54 N 0.57220 -1.69365 1.04480  -0.481
55 C 0.71427 -2.92306 0.47277  0.078
56 C 0.04465 -3.07577 -0.78332  0.381
57 O -0.64329 -2.06715 -1.24137  -0.798
58 H 1.04128 -6.26407 -1.38374  0.242
59 H 2.64589 -4.42553 2.81118  0.233
60 H 2.35707 -2.17703 3.82441  0.229
61 H 1.03287 -0.44966 2.58866  0.225

## Properties
Energy   -12104.18263 a.u.
Multiplicity   1
ΔE to the lowest compared entry with this formula, charge and spin   49.3 kJ/mol
E_HOMO   -7.8 eV
LUMO energy   -0.3 eV
Gap between HOMO and LUMO   7.516 eV
Net charge   0
Largest force on an atom   0.01697 hartree/bohr

No. 2
The following is a quantum chemistry calculation of C24H19BrN2PtS4 as an isolated structure, from the Open Molecules 2025 dataset.

Last column: natural (NBO) charge in e.
Atoms and positions in Å:
1 Pt 0.33297 -0.02806 -0.56318  0.927
2 S 2.66883 0.37855 0.40627  0.222
3 C 3.46299 -0.97874 -0.29986  -0.305
4 C 4.80630 -0.88312 -0.70176  -0.163
5 C 5.43489 -1.97700 -1.26234  -0.173
6 C 4.75400 -3.18411 -1.40599  -0.129
7 C 3.43433 -3.30923 -0.98493  -0.245
8 C 2.79131 -2.20817 -0.45028  -0.111
9 S 1.16742 -2.30850 0.24162  0.423
10 C 0.21815 -3.19707 -1.02726  -0.574
11 C -1.21537 -2.75009 -0.91404  0.212
12 C -2.27498 -3.63339 -0.90002  -0.214
13 C -3.56708 -3.12432 -0.86751  -0.094
14 C -3.76309 -1.75325 -0.85487  -0.216
15 C -2.65866 -0.91946 -0.84672  0.227
16 C -2.78941 0.58538 -0.80983  -0.585
17 S -1.47293 1.25111 -1.85866  0.451
18 C -1.08591 2.83501 -1.16706  -0.137
19 C -2.04544 3.76426 -0.80663  -0.238
20 C -1.63709 5.01775 -0.36533  -0.162
21 C -0.28642 5.33404 -0.32069  -0.175
22 C 0.67056 4.39949 -0.69479  -0.198
23 C 0.27937 3.13110 -1.11533  -0.279
24 S 1.47084 1.92254 -1.59160  0.065
25 N -1.41596 -1.42462 -0.86805  -0.527
26 H 5.33075 0.05696 -0.58125  0.249
27 H 6.46410 -1.89660 -1.58674  0.252
28 H 5.26093 -4.04253 -1.82764  0.247
29 H 2.92849 -4.26399 -1.06225  0.237
30 H 0.31177 -4.26887 -0.87480  0.265
31 H 0.63121 -2.92895 -2.00101  0.267
32 H -2.09519 -4.69979 -0.93022  0.254
33 H -4.41652 -3.79576 -0.86307  0.258
34 H -4.75977 -1.33251 -0.84718  0.254
35 H -2.65135 0.97260 0.19962  0.264
36 H -3.76061 0.89563 -1.18758  0.266
37 H -3.10114 3.53031 -0.87801  0.236
38 H -2.37784 5.75060 -0.07482  0.246
39 H 0.02638 6.31773 0.00490  0.248
40 H 1.72488 4.64511 -0.65751  0.248
41 Br -1.64705 -1.62571 4.69025  0.167
42 C -1.02783 -0.23398 3.60786  -0.121
43 C -0.69790 1.00467 4.13505  -0.140
44 C -0.24922 1.99330 3.27284  -0.213
45 C -0.12444 1.71127 1.92798  0.034
46 N -0.44130 0.50773 1.43160  -0.495
47 C -0.88911 -0.45214 2.25281  0.002
48 H -0.79051 1.19071 5.19698  0.263
49 H 0.00762 2.97731 3.64081  0.258
50 H 0.22329 2.45470 1.21917  0.235
51 H -1.15924 -1.40788 1.82102  0.220

## Properties
Energy   -5320.96766 a.u.
Multiplicity   5
E_HOMO (spin up / spin down)   -13.4 / -14.0 eV
LUMO energy (spin up / spin down)   -5.9 / -8.4 eV
Gap between HOMO and LUMO (spin up / spin down)   7.560 / 5.536 eV
Net charge   +2
Largest force on an atom   0.01235 hartree/bohr

No. 3
The following is a quantum chemistry calculation of C24H19ClN2O2PYb as an isolated structure in a non-equilibrium geometry, from the Open Molecules 2025 dataset.

Last column: natural (NBO) charge in e.
Atoms and positions in Å:
1 Yb 0.20652 -0.27106 1.39676  2.003
2 Cl -1.11498 1.70853 2.31039  -0.001
3 C -1.56479 2.82432 0.96485  0.139
4 C -2.03646 4.04463 1.38279  -0.260
5 C -2.41384 4.94934 0.39695  -0.145
6 C -2.31019 4.60548 -0.94094  -0.172
7 C -1.82879 3.35423 -1.31569  -0.157
8 C -1.44365 2.42302 -0.35907  -0.442
9 P -0.78740 0.79115 -0.82403  0.762
10 C -2.10008 -0.36334 -0.28846  -0.307
11 C -1.73040 -1.70041 -0.08435  -0.350
12 C -2.67241 -2.66292 0.25313  -0.165
13 C -3.99665 -2.28014 0.41512  -0.160
14 C -4.37133 -0.95211 0.23400  -0.147
15 C -3.42917 0.00752 -0.11291  -0.218
16 C -0.68105 0.71750 -2.60923  -0.308
17 C 0.48069 1.20781 -3.21230  -0.210
18 C 0.58483 1.21325 -4.59524  -0.190
19 C -0.45702 0.71812 -5.36966  -0.154
20 C -1.60538 0.21968 -4.76947  -0.180
21 C -1.72507 0.21947 -3.38668  -0.221
22 H -2.10937 4.29443 2.43352  0.259
23 H -2.78657 5.92282 0.68904  0.255
24 H -2.60523 5.31383 -1.70397  0.252
25 H -1.74631 3.09876 -2.36570  0.248
26 H -0.72409 -2.03382 -0.32865  0.223
27 H -2.38020 -3.69872 0.37500  0.251
28 H -4.74076 -3.02207 0.67651  0.253
29 H -5.40806 -0.66445 0.35759  0.250
30 H -3.73117 1.03807 -0.25706  0.242
31 H 1.30037 1.58668 -2.61200  0.228
32 H 1.47946 1.59516 -5.06886  0.243
33 H -0.37128 0.71665 -6.44922  0.244
34 H -2.40999 -0.16914 -5.37941  0.241
35 H -2.62531 -0.16945 -2.92576  0.223
36 O 1.91502 0.70761 1.52315  -0.675
37 N 3.00394 0.10232 1.96995  0.230
38 N 2.78176 -1.09588 2.24798  0.222
39 O 1.54694 -1.59561 2.09838  -0.692
40 C 3.84931 -1.98836 2.70144  0.128
41 C 5.16107 -1.55002 2.68552  -0.223
42 C 6.13137 -2.42888 3.13102  -0.178
43 C 5.78321 -3.70092 3.57470  -0.152
44 C 4.45771 -4.10458 3.57489  -0.185
45 C 3.46810 -3.24034 3.13379  -0.225
46 H 5.42161 -0.55973 2.33413  0.252
47 H 7.16701 -2.11789 3.12851  0.245
48 H 6.55145 -4.37985 3.92019  0.244
49 H 4.18600 -5.09282 3.91918  0.241
50 H 2.43065 -3.53785 3.13021  0.241

## Properties
Energy   -3145.59769 a.u.
Multiplicity   2
ΔE to the lowest compared entry with this formula, charge and spin   17.7 kJ/mol
E_HOMO (spin up / spin down)   -14.6 / -14.6 eV
LUMO energy (spin up / spin down)   -6.9 / -7.0 eV
Gap between HOMO and LUMO (spin up / spin down)   7.741 / 7.587 eV
Net charge   +2
Largest force on an atom   0.06555 hartree/bohr